# C19H45N4O10P2S4

A 5-piece molecular cluster, C19H45N4O10P2S4 overall at a distorted geometry (wB97M-V/def2-TZVPD, the Open Molecules 2025 dataset).

Values from the calculation:
HOMO energy   -0.43858 Eh
Total charge   +1

Last column: Mulliken charge in e.
Cartesian coordinates (Å):
C 5.49 -0.31 -0.50  -0.55
P 5.70 -1.11 -2.14  0.11
C 5.76 -2.88 -1.71  -1.10
N 4.07 -1.08 -2.89  -0.10
C 3.34 -0.03 -3.09  0.17
N 3.78 1.20 -2.72  -0.43
N 2.08 -0.08 -3.73  -0.08
P 0.90 -0.74 -2.69  0.42
N 1.16 -0.27 -1.25  -0.14
O -0.47 -0.26 -3.34  -0.48
O 0.93 -2.35 -2.81  -0.46
H 6.08 0.60 -0.50  0.32
H 4.46 -0.08 -0.22  -0.06
H 5.92 -0.98 0.25  0.37
H 6.55 -3.03 -0.98  0.39
H 5.93 -3.48 -2.61  0.35
H 4.82 -3.21 -1.25  0.37
H 3.69 -1.97 -3.20  0.31
H 3.87 1.30 -1.71  0.21
H 3.12 1.91 -3.03  0.41
H 2.14 -0.49 -4.66  0.36
H 1.27 -1.06 -0.62  0.11
H -0.60 -0.58 -4.24  0.29
H 1.03 -2.69 -3.71  0.34
C -0.70 0.39 1.92  -0.61
C -0.61 1.46 3.02  -0.27
C -0.20 0.77 4.31  -0.80
S 0.76 -0.68 3.82  1.23
O 0.05 -1.87 4.20  -0.68
O 2.15 -0.50 4.18  -0.70
C 0.57 -0.44 2.05  -0.57
H -0.78 0.82 0.92  0.10
H -1.58 -0.24 2.09  0.45
H 0.15 2.20 2.74  0.20
H -1.55 1.99 3.15  0.39
H 0.43 1.39 4.95  0.46
H -1.06 0.42 4.88  0.31
H 0.51 -1.42 1.57  0.43
H 1.44 0.10 1.70  0.17
C -6.46 3.77 4.52  -0.61
C -5.65 4.87 3.83  -0.60
C -4.33 5.02 4.60  -0.64
S -3.99 3.41 5.33  1.01
O -4.04 3.53 6.76  -0.66
O -2.84 2.81 4.69  -0.60
C -5.49 2.62 4.75  -0.70
H -7.31 3.45 3.92  0.34
H -6.84 4.13 5.48  0.31
H -5.44 4.58 2.80  0.28
H -6.19 5.81 3.80  0.33
H -3.49 5.29 3.96  0.35
H -4.41 5.73 5.42  0.35
H -5.81 1.90 5.50  0.42
H -5.25 2.10 3.82  0.35
C 0.25 4.79 -0.08  -0.81
C -0.89 5.29 -0.99  -0.57
C -0.79 4.53 -2.32  -0.87
S -0.04 2.94 -1.91  1.34
O 1.26 2.87 -2.57  -0.77
O -0.99 1.88 -2.07  -0.73
C 0.22 3.27 -0.19  -0.33
H 0.13 5.12 0.95  0.37
H 1.21 5.17 -0.45  0.35
H -1.85 5.08 -0.51  0.29
H -0.83 6.37 -1.15  0.38
H -1.76 4.34 -2.77  0.37
H -0.14 5.03 -3.03  0.36
H 1.14 2.79 0.13  0.44
H -0.63 2.85 0.34  0.03
C 0.28 -6.05 -2.07  -0.41
C -0.79 -5.95 -3.16  -0.61
C -0.39 -6.90 -4.29  -0.64
S 0.58 -8.21 -3.51  1.14
O 1.93 -8.13 -4.00  -0.65
O -0.15 -9.45 -3.56  -0.64
C 0.53 -7.53 -1.85  -0.77
H -0.04 -5.56 -1.15  0.38
H 1.20 -5.57 -2.40  0.18
H -1.76 -6.24 -2.75  0.32
H -0.90 -4.93 -3.54  0.24
H -1.24 -7.36 -4.79  0.36
H 0.26 -6.42 -5.02  0.33
H 1.46 -7.76 -1.35  0.41
H -0.30 -8.01 -1.33  0.38

# C39H67FN6O9

A 5-piece molecular cluster, C39H67FN6O9 overall at a distorted geometry (wB97M-V/def2-TZVPD, the Open Molecules 2025 dataset).

Values from the calculation:
HOMO energy   -0.30666 Eh
Structure (SMILES)   C=Cc1c(F)c(OC[C@@H](C)O)c(C)c2c1C(=O)N(CCC(=O)Nc1ccccc1)C2=O.COC[C@@H](C)N.COC[C@@H](C)N.COC[C@@H](C)N.COC[C@@H](C)N

Last column: Mulliken charge in e.
Cartesian coordinates (Å):
C -0.90 4.10 0.65  -0.73
C -0.44 2.87 0.24  -0.78
C -1.52 1.81 -0.08  0.78
C -2.55 1.46 0.91  0.51
F -2.57 2.06 2.15  -0.42
C -3.58 0.45 0.58  0.46
O -4.49 0.16 1.61  -0.44
C -4.06 -1.12 2.18  -0.81
C -2.78 -0.99 3.09  0.35
C -2.81 -2.15 4.19  -1.17
O -1.55 -1.20 2.34  -0.53
C -3.63 -0.21 -0.73  0.70
C -4.70 -1.28 -1.10  -1.79
C -2.60 0.15 -1.68  0.27
C -1.54 1.14 -1.37  0.22
C -0.61 1.23 -2.60  -0.05
O 0.25 2.05 -2.77  -0.51
N -0.97 0.12 -3.47  -0.05
C -0.21 -1.16 -3.25  -0.73
C 1.35 -0.99 -3.25  -0.53
C 2.04 -1.85 -2.12  0.05
O 1.45 -2.30 -1.17  -0.47
N 3.49 -2.16 -2.19  -0.32
C 4.29 -0.96 -2.12  0.86
C 5.68 -1.02 -2.57  -0.67
C 6.52 0.18 -2.52  -0.24
C 6.02 1.47 -2.04  -0.77
C 4.64 1.52 -1.57  -0.66
C 3.79 0.31 -1.61  -0.25
C -2.33 -0.31 -3.14  0.20
O -3.09 -0.91 -3.85  -0.55
H -0.42 5.04 0.29  0.26
H -1.77 4.22 1.36  0.21
H 0.65 2.65 0.18  0.35
H -3.93 -1.91 1.40  0.31
H -4.91 -1.42 2.87  0.39
H -2.79 0.01 3.59  0.29
H -2.76 -1.69 5.21  0.27
H -1.87 -2.77 4.09  0.25
H -3.66 -2.87 4.05  0.39
H -0.95 -0.51 2.69  0.33
H -4.18 -2.13 -1.63  0.43
H -5.45 -0.81 -1.79  0.34
H -5.23 -1.66 -0.19  0.32
H -0.62 -1.66 -2.33  0.46
H -0.48 -1.84 -4.11  0.31
H 1.73 -1.43 -4.22  0.38
H 1.71 0.07 -3.25  0.53
H 3.69 -2.71 -3.03  0.36
H 6.16 -1.95 -2.97  0.31
H 7.59 0.14 -2.86  0.26
H 6.65 2.39 -2.01  0.41
H 4.25 2.50 -1.19  0.50
H 2.75 0.45 -1.24  0.33
C 5.38 3.27 1.92  -0.72
O 4.90 4.27 1.03  -0.27
C 4.31 5.39 1.66  -0.71
C 5.33 6.45 2.14  0.35
C 6.06 6.06 3.42  -1.39
N 6.32 6.76 1.10  -0.75
H 4.76 3.19 2.82  0.32
H 6.42 3.48 2.19  0.25
H 5.37 2.31 1.40  0.25
H 3.68 5.86 0.90  0.31
H 3.65 5.08 2.47  0.40
H 4.77 7.37 2.35  0.42
H 6.83 5.31 3.25  0.28
H 6.55 6.93 3.85  0.35
H 5.36 5.67 4.17  0.34
H 5.84 7.10 0.28  0.27
H 6.72 5.87 0.79  0.33
C -10.10 -0.93 1.69  -0.69
O -8.71 -0.70 1.69  -0.38
C -8.22 0.02 0.56  0.03
C -8.38 1.55 0.67  0.35
C -9.80 2.04 0.41  -1.50
N -7.93 2.05 1.97  -0.74
H -10.49 -1.09 0.68  0.32
H -10.63 -0.10 2.17  0.23
H -10.30 -1.82 2.28  0.26
H -7.15 -0.20 0.51  -0.28
H -8.67 -0.37 -0.36  0.46
H -7.74 1.99 -0.11  0.38
H -10.46 1.85 1.26  0.28
H -9.80 3.12 0.24  0.37
H -10.23 1.56 -0.47  0.35
H -6.95 1.80 2.10  0.26
H -8.41 1.51 2.68  0.35
C 8.70 1.36 -6.18  -0.79
O 7.34 1.05 -5.91  -0.19
C 6.43 1.51 -6.89  -0.78
C 6.29 0.59 -8.11  0.36
C 7.45 0.70 -9.09  -1.40
N 6.13 -0.81 -7.71  -0.73
H 8.81 2.32 -6.68  0.34
H 9.16 0.56 -6.77  0.27
H 9.23 1.40 -5.23  0.23
H 5.46 1.55 -6.38  0.34
H 6.66 2.54 -7.18  0.41
H 5.38 0.89 -8.65  0.40
H 8.35 0.19 -8.73  0.28
H 7.18 0.23 -10.04  0.36
H 7.70 1.74 -9.29  0.34
H 5.30 -0.90 -7.13  0.25
H 6.89 -1.04 -7.07  0.33
C -1.60 -6.51 7.80  -0.63
O -1.34 -6.66 6.41  -0.38
C -2.30 -7.43 5.71  -0.65
C -3.55 -6.65 5.28  0.13
C -4.53 -6.41 6.43  -1.42
N -3.21 -5.36 4.67  -0.50
H -2.06 -7.40 8.23  0.30
H -2.23 -5.63 7.97  0.22
H -0.65 -6.34 8.30  0.26
H -1.79 -7.77 4.80  0.34
H -2.56 -8.33 6.27  0.41
H -4.07 -7.25 4.53  0.39
H -4.20 -5.62 7.10  0.28
H -5.50 -6.09 6.03  0.35
H -4.69 -7.32 7.01  0.35
H -2.62 -5.53 3.85  0.25
H -2.58 -4.88 5.31  0.32

# C42H84O42

A 14-piece molecular cluster, C42H84O42 overall at a distorted geometry (wB97M-V/def2-TZVPD, the Open Molecules 2025 dataset).

Values from the calculation:
HOMO energy   -0.38664 Eh

Last column: Mulliken charge in e.
Cartesian coordinates (Å):
C -5.62 3.35 -3.39  -0.61
O -6.36 3.75 -4.55  -0.30
C -6.96 4.95 -4.67  0.77
O -7.02 5.82 -3.82  -0.56
O -7.55 5.11 -5.89  -0.32
C -7.87 6.36 -6.54  -0.56
H -6.33 2.85 -2.73  0.27
H -5.19 4.21 -2.88  0.31
H -4.82 2.64 -3.61  0.23
H -8.71 6.83 -6.04  0.26
H -8.00 6.09 -7.59  0.21
H -6.93 6.88 -6.40  0.30
C -9.54 2.68 4.02  -0.67
O -8.90 3.18 5.17  -0.29
C -7.78 2.72 5.53  0.83
O -7.16 1.80 4.96  -0.60
O -7.40 3.37 6.66  -0.31
C -6.28 2.87 7.35  -0.65
H -9.56 1.59 4.01  0.30
H -8.98 2.90 3.11  0.30
H -10.57 2.96 3.82  0.26
H -6.05 3.46 8.23  0.23
H -5.43 2.58 6.73  0.30
H -6.61 1.85 7.56  0.30
C -0.41 6.99 3.05  -0.61
O -1.88 6.97 3.24  -0.29
C -2.55 8.04 3.11  0.79
O -2.13 9.12 2.69  -0.59
O -3.83 7.86 3.57  -0.29
C -4.71 8.95 3.70  -0.70
H 0.14 6.07 3.27  0.25
H -0.05 7.84 3.63  0.29
H -0.15 7.19 2.01  0.28
H -4.16 9.82 4.06  0.32
H -5.34 8.69 4.55  0.27
H -5.24 9.30 2.81  0.29
C 7.60 6.49 -2.43  -0.62
O 7.93 6.90 -1.08  -0.28
C 7.10 7.75 -0.45  0.73
O 6.08 8.23 -0.87  -0.54
O 7.68 7.96 0.79  -0.29
C 7.14 8.70 1.90  -0.63
H 7.15 7.26 -3.04  0.32
H 6.94 5.63 -2.32  0.28
H 8.54 6.18 -2.88  0.22
H 7.31 9.75 1.71  0.29
H 7.77 8.53 2.77  0.25
H 6.09 8.51 2.15  0.29
C -15.88 0.03 -1.04  -0.64
O -14.46 -0.03 -0.96  -0.29
C -13.78 -1.15 -1.46  0.79
O -14.31 -2.04 -2.18  -0.60
O -12.52 -0.99 -1.27  -0.28
C -11.56 -1.87 -1.80  -0.65
H -16.20 0.29 -2.05  0.27
H -16.32 0.67 -0.27  0.26
H -16.34 -0.93 -0.83  0.30
H -10.95 -1.25 -2.45  0.25
H -11.94 -2.65 -2.45  0.34
H -10.94 -2.31 -1.02  0.25
C -1.02 5.25 -9.31  -0.66
O -1.26 6.28 -8.41  -0.27
C -0.64 6.15 -7.22  0.74
O 0.33 5.41 -6.98  -0.56
O -1.22 7.08 -6.37  -0.29
C -0.93 7.32 -5.01  -0.62
H 0.03 5.32 -9.56  0.30
H -1.59 5.44 -10.22  0.25
H -1.34 4.23 -9.10  0.30
H -0.17 8.09 -4.99  0.28
H -0.70 6.41 -4.46  0.29
H -1.70 7.87 -4.46  0.25
C 9.25 -2.78 -8.18  -0.67
O 7.92 -2.56 -8.67  -0.30
C 7.05 -1.76 -8.06  0.75
O 7.27 -1.10 -7.09  -0.52
O 5.80 -1.87 -8.63  -0.30
C 4.89 -0.81 -8.50  -0.60
H 9.72 -1.84 -7.89  0.31
H 9.88 -3.07 -9.03  0.27
H 9.46 -3.54 -7.44  0.29
H 5.51 0.07 -8.65  0.31
H 4.42 -0.74 -7.52  0.26
H 4.14 -0.93 -9.28  0.21
C 2.59 -6.52 -5.16  -0.62
O 3.61 -7.35 -4.52  -0.31
C 4.60 -7.91 -5.22  0.75
O 4.80 -7.65 -6.39  -0.55
O 5.33 -8.70 -4.33  -0.27
C 6.52 -9.18 -4.88  -0.64
H 2.10 -5.96 -4.36  0.22
H 1.88 -7.17 -5.68  0.29
H 2.99 -5.81 -5.88  0.30
H 7.24 -8.41 -5.13  0.29
H 6.36 -9.79 -5.77  0.29
H 7.01 -9.83 -4.15  0.24
C -14.28 -7.50 8.27  -0.65
O -13.26 -6.68 7.73  -0.31
C -12.83 -6.96 6.55  0.86
O -13.15 -7.96 5.87  -0.60
O -11.97 -6.06 6.15  -0.32
C -11.38 -6.29 4.87  -0.63
H -14.57 -7.23 9.29  0.25
H -13.88 -8.50 8.44  0.29
H -15.19 -7.56 7.67  0.29
H -10.57 -5.58 4.71  0.23
H -12.05 -6.16 4.02  0.28
H -10.97 -7.30 4.88  0.30
C -1.48 -1.67 1.57  -0.61
O -0.57 -1.43 0.52  -0.28
C 0.50 -0.67 0.67  0.82
O 0.98 -0.14 1.66  -0.59
O 1.05 -0.61 -0.56  -0.33
C 2.33 0.11 -0.76  -0.57
H -2.43 -1.42 1.09  0.23
H -1.31 -1.10 2.48  0.33
H -1.54 -2.74 1.76  0.23
H 2.87 -0.54 -1.44  0.20
H 2.75 0.17 0.24  0.32
H 2.02 1.08 -1.17  0.24
C 12.37 1.02 -1.73  -0.61
O 13.67 1.32 -2.26  -0.28
C 14.20 0.50 -3.19  0.75
O 13.83 -0.62 -3.53  -0.56
O 15.42 1.04 -3.61  -0.30
C 16.25 0.31 -4.52  -0.69
H 11.60 0.98 -2.50  0.30
H 12.25 1.88 -1.07  0.22
H 12.39 0.12 -1.12  0.29
H 16.26 0.61 -5.57  0.28
H 16.30 -0.76 -4.33  0.32
H 17.24 0.62 -4.19  0.27
C -4.19 -7.37 6.76  -0.69
O -3.50 -8.34 6.08  -0.28
C -3.72 -8.76 4.87  0.78
O -4.63 -8.42 4.10  -0.59
O -2.84 -9.77 4.68  -0.29
C -2.88 -10.68 3.58  -0.66
H -4.40 -6.46 6.19  0.32
H -3.47 -6.96 7.47  0.28
H -5.12 -7.62 7.28  0.28
H -2.79 -11.71 3.90  0.25
H -2.10 -10.48 2.85  0.26
H -3.79 -10.60 2.98  0.33
C 4.50 -6.22 1.66  -0.67
O 5.93 -6.51 1.37  -0.31
C 6.55 -5.66 0.62  0.83
O 6.31 -4.48 0.47  -0.57
O 7.65 -6.20 0.11  -0.33
C 8.48 -5.39 -0.73  -0.62
H 4.06 -5.44 1.05  0.33
H 4.30 -5.87 2.68  0.28
H 3.98 -7.15 1.42  0.27
H 7.83 -4.87 -1.44  0.30
H 9.18 -5.98 -1.32  0.23
H 9.03 -4.63 -0.17  0.28
C 8.80 3.82 10.83  -0.68
O 8.04 3.83 9.63  -0.29
C 7.94 2.69 8.97  0.78
O 8.09 1.55 9.37  -0.56
O 7.58 3.08 7.72  -0.30
C 7.31 2.11 6.73  -0.70
H 8.53 4.66 11.48  0.24
H 9.85 4.04 10.63  0.29
H 8.66 2.93 11.43  0.32
H 6.81 1.16 6.88  0.33
H 8.18 1.78 6.16  0.29
H 6.65 2.67 6.07  0.27

no.,frontier orbital gap (eV)
1,8.58
2,7.93
3,10.76